196
Properties=species:S:1:pos:R:3:forces:R:3:mulliken_charge:R:1 method="wB97M-V/def2-TZVPD" multiplicity=1 homo_energy_ha=-0.316 lumo_ev=0.1 smiles=COCCNCCOC.COCCNCCOC.COCCNCCOC.COCCNCCOC.COCCNCCOC.CC(C)O.CC(C)O.CC(C)O.OCCO.OCCO.OCCO.OCCO energy_ev=-101166.796 charge=0
C 2.097 2.808 -7.521 0.3 0.3 0.4 -0.7313
O 2.997 3.751 -8.095 -0.8 0.4 -0.5 -0.3166
C 2.434 5.085 -8.103 0.8 0.1 0.5 -0.6063
C 3.093 6.034 -9.146 1.1 -0.5 1.0 -0.7741
N 4.262 6.784 -8.597 -1.1 0.0 1.3 -0.3628
C 5.314 5.900 -8.066 1.5 1.6 -1.1 -0.5643
C 6.720 6.686 -7.887 -1.5 -0.3 1.5 -0.5696
O 6.701 7.735 -6.903 -0.3 1.0 0.0 -0.3739
C 6.262 7.446 -5.571 0.3 -0.7 -1.2 -0.5686
H 2.123 2.849 -6.432 -0.2 0.5 0.3 0.2920
H 2.396 1.775 -7.696 0.2 0.2 -0.7 0.2408
H 1.090 3.010 -7.885 -0.1 -0.3 0.0 0.3062
H 2.547 5.489 -7.097 0.6 0.4 0.2 0.3745
H 1.346 5.117 -8.152 -0.2 -0.6 -0.9 0.5245
H 2.311 6.704 -9.501 0.3 0.2 0.0 0.3826
H 3.533 5.480 -9.976 -0.8 -0.6 -0.3 0.4101
H 4.606 7.420 -9.302 0.2 -0.1 0.1 0.2248
H 5.420 5.112 -8.812 0.7 -0.5 0.1 0.4402
H 5.084 5.431 -7.109 -0.4 0.2 -0.1 0.2931
H 7.087 7.195 -8.779 -0.3 -0.2 -0.2 0.3029
H 7.485 5.998 -7.527 0.0 -0.6 -0.4 0.3470
H 6.970 6.749 -5.123 -0.2 -0.6 0.1 0.2830
H 5.246 7.059 -5.657 0.0 -0.1 0.6 0.2100
H 6.294 8.309 -4.906 -0.1 0.4 -0.7 0.2359
C 7.282 -3.609 3.093 1.4 -1.5 0.1 -0.6950
O 8.048 -4.853 3.018 -1.0 1.0 1.5 -0.3660
C 7.856 -5.482 1.807 0.2 -0.1 -1.1 -0.2800
C 8.333 -6.910 1.847 1.2 -0.2 -0.5 -0.7369
N 8.317 -7.547 0.503 -0.1 -0.1 -0.1 -0.2395
C 9.522 -7.438 -0.398 -0.6 -0.3 1.4 -0.5521
C 9.339 -8.433 -1.539 0.8 0.5 -1.2 -0.4241
O 10.590 -8.682 -2.269 -0.4 1.4 1.8 -0.3166
C 10.478 -9.528 -3.361 -0.4 -0.2 -0.3 -0.6932
H 7.579 -3.021 2.225 -0.4 0.3 -0.1 0.3057
H 7.619 -3.115 4.004 -0.2 0.0 -0.1 0.2465
H 6.221 -3.855 3.143 -0.1 0.3 -0.2 0.2782
H 8.388 -4.860 1.086 0.2 -0.3 -0.7 0.2961
H 6.828 -5.550 1.454 -0.5 0.4 0.3 0.2412
H 7.728 -7.472 2.559 -0.4 -0.1 -0.4 0.3684
H 9.323 -6.990 2.296 0.5 0.3 0.0 0.3394
H 8.202 -8.531 0.704 -0.1 -0.2 -0.2 0.2234
H 10.405 -7.676 0.195 0.4 0.0 -0.2 0.3396
H 9.591 -6.414 -0.766 0.1 -0.1 0.0 0.2736
H 8.641 -7.952 -2.224 -0.2 -0.2 -0.3 0.2506
H 8.874 -9.353 -1.187 0.2 -0.3 0.1 0.3251
H 10.289 -10.526 -2.965 -0.3 -0.4 -0.6 0.2762
H 11.366 -9.544 -3.992 0.5 0.1 0.6 0.2574
H 9.735 -9.155 -4.065 -0.7 -0.3 0.1 0.2902
C -8.815 3.600 -11.475 0.6 -0.7 0.2 -0.7475
O -7.483 3.371 -10.919 -1.6 -0.1 -0.5 -0.3479
C -7.359 2.057 -10.351 1.2 0.4 -0.9 -0.5401
C -7.880 2.008 -8.953 -0.3 0.1 -0.7 -0.7792
N -7.281 3.009 -8.102 -0.3 0.2 1.0 -0.3353
C -5.943 2.733 -7.643 1.2 0.6 0.2 -0.4479
C -5.340 3.890 -6.792 0.4 -0.3 -0.7 -0.6937
O -4.901 5.008 -7.615 -0.8 -0.9 0.2 -0.2668
C -4.055 5.882 -6.932 0.1 1.1 0.6 -0.8017
H -9.062 2.795 -12.167 0.2 0.0 -0.4 0.3232
H -8.873 4.558 -11.990 0.4 -0.1 0.2 0.2759
H -9.636 3.546 -10.760 0.2 0.3 0.6 0.3010
H -6.290 1.846 -10.382 0.2 0.1 0.1 0.3159
H -7.813 1.286 -10.974 -0.4 0.0 -0.2 0.4160
H -7.766 0.979 -8.611 0.1 0.1 0.5 0.3885
H -8.948 2.166 -9.104 -0.3 0.2 0.8 0.3392
H -7.222 3.897 -8.580 -0.4 0.1 -0.3 0.3018
H -5.260 2.570 -8.477 0.4 -0.1 -0.2 0.2673
H -5.899 1.827 -7.039 -0.2 0.0 0.2 0.3682
H -4.433 3.586 -6.269 0.0 -0.6 0.1 0.4473
H -6.072 4.125 -6.020 -0.2 0.7 -0.1 0.3191
H -3.806 6.753 -7.537 -0.3 -0.2 -0.4 0.2706
H -3.091 5.506 -6.588 0.1 -0.8 -0.2 0.3056
H -4.511 6.290 -6.030 -0.4 0.0 0.2 0.3211
C 0.145 6.511 5.332 -1.2 0.3 0.5 -0.8063
O 0.318 5.129 5.387 1.6 -0.8 0.0 -0.2419
C 1.576 4.795 6.004 -0.2 -0.8 -0.3 -0.6662
C 1.696 3.254 6.188 -1.8 1.5 0.7 -0.5026
N 0.576 2.869 7.071 0.6 0.0 0.6 -0.2757
C 0.404 1.430 7.145 -0.5 0.2 0.5 -0.7399
C -0.705 0.985 8.108 0.7 0.4 0.6 -0.5584
O -0.286 1.289 9.468 0.2 -1.3 -1.4 -0.3025
C -1.226 0.894 10.430 -0.5 1.8 0.6 -0.7946
H 0.949 7.130 4.933 0.4 -0.4 -0.3 0.2996
H -0.046 6.847 6.351 -0.1 0.4 0.2 0.3442
H -0.759 6.666 4.743 0.1 0.2 0.0 0.2082
H 1.676 5.249 6.990 -0.4 0.0 0.3 0.3566
H 2.394 5.240 5.437 0.1 -0.3 -0.5 0.4652
H 2.632 3.097 6.724 0.1 -0.5 -0.4 0.3058
H 1.533 2.694 5.267 0.9 0.1 -0.5 0.3027
H -0.273 3.279 6.710 -0.1 0.1 -0.1 0.2319
H 1.297 0.938 7.531 0.3 0.2 -0.1 0.3166
H 0.227 1.050 6.139 -0.2 -0.6 -0.2 0.4200
H -0.861 -0.082 7.953 0.1 -0.3 0.3 0.3697
H -1.681 1.436 7.927 -0.1 0.5 -0.1 0.3744
H -0.890 1.316 11.377 0.3 -0.2 0.1 0.2772
H -1.493 -0.146 10.617 0.4 -0.4 -0.7 0.2826
H -2.124 1.474 10.217 -0.6 -0.3 0.0 0.3324
C 0.225 -2.933 3.192 0.1 0.4 0.4 -0.7746
O 0.394 -1.651 2.616 -0.6 0.1 0.4 -0.1950
C 0.893 -1.683 1.310 0.4 -0.6 -0.5 -0.8008
C 0.573 -0.423 0.546 -0.5 -0.4 0.6 -0.5322
N -0.872 -0.322 0.396 -0.9 1.4 -0.8 -0.2297
C -1.205 0.888 -0.413 0.0 -1.6 -1.3 -0.8636
C -1.563 2.054 0.414 0.5 0.9 0.9 -0.4673
O -2.671 1.758 1.261 0.0 0.6 1.0 -0.3686
C -2.583 2.500 2.510 0.2 -0.6 -0.5 -0.7155
H -0.096 -2.754 4.218 -0.1 -0.1 -0.1 0.2094
H 1.147 -3.511 3.250 0.3 0.1 -0.2 0.3138
H -0.512 -3.549 2.677 -0.2 0.1 -0.2 0.3189
H 0.440 -2.506 0.757 -0.1 -0.3 -0.1 0.3787
H 1.966 -1.863 1.375 0.3 0.0 -0.3 0.3951
H 0.953 -0.491 -0.474 0.4 -0.1 0.2 0.4672
H 1.033 0.416 1.068 0.1 0.4 0.0 0.2826
H -1.343 -0.104 1.263 0.2 -0.7 0.6 0.2430
H -2.005 0.778 -1.146 -0.5 -0.9 0.2 0.3169
H -0.355 1.004 -1.085 0.2 0.9 0.2 0.3861
H -1.798 2.933 -0.185 0.1 0.2 -0.1 0.4394
H -0.688 2.251 1.034 0.1 0.5 0.3 0.3012
H -1.672 2.210 3.034 0.1 -0.2 0.1 0.2704
H -3.432 2.278 3.157 -0.1 -0.2 -0.4 0.3065
H -2.522 3.583 2.397 -0.2 0.1 -0.5 0.3202
C -5.638 7.938 0.056 0.5 -0.4 -0.4 -1.3275
C -6.753 6.895 0.121 0.7 1.1 1.9 0.5169
C -7.525 7.035 1.403 0.2 -0.5 1.3 -1.2794
O -7.593 7.097 -0.956 -0.6 -0.6 -1.5 -0.5364
H -5.034 7.668 -0.811 0.0 0.6 -0.3 0.2903
H -4.929 7.988 0.883 -0.3 -0.5 0.3 0.3673
H -6.041 8.949 -0.005 -0.2 -0.1 -0.4 0.3488
H -6.363 5.877 0.104 0.5 0.0 -0.1 0.2955
H -8.127 6.153 1.624 -0.3 0.0 -0.3 0.3236
H -8.142 7.928 1.500 0.1 0.0 -0.3 0.3263
H -6.789 7.043 2.206 0.0 0.2 0.3 0.3278
H -7.819 6.193 -1.189 -0.6 0.2 -0.6 0.3466
C -5.517 -2.380 3.573 0.2 0.0 0.6 -1.2021
C -6.256 -1.875 4.799 -1.0 2.2 -2.2 0.4896
C -7.723 -1.506 4.432 0.1 0.3 0.7 -1.2867
O -6.242 -2.814 5.760 0.1 -2.9 2.1 -0.5250
H -4.449 -2.370 3.791 0.1 -0.3 -0.2 0.2642
H -5.691 -1.755 2.697 -0.1 -0.1 0.1 0.3513
H -5.875 -3.398 3.423 0.2 0.0 -0.4 0.3376
H -5.723 -1.035 5.242 -0.1 0.8 -0.6 0.2379
H -8.351 -2.340 4.120 0.5 -0.4 -0.2 0.3155
H -7.827 -0.713 3.691 0.2 0.0 0.0 0.3483
H -8.211 -1.175 5.348 -0.1 0.3 0.1 0.3594
H -6.586 -2.459 6.583 0.0 0.0 0.0 0.3129
C 3.424 -6.561 9.603 0.8 0.3 0.2 -1.0847
C 2.527 -6.119 10.775 0.1 -1.0 -2.1 0.2479
C 1.455 -5.176 10.397 0.5 2.7 0.3 -1.2557
O 1.813 -7.274 11.075 -0.3 -1.9 1.6 -0.5529
H 4.146 -5.814 9.273 -0.1 0.2 -0.2 0.3563
H 2.859 -6.951 8.756 -0.3 0.4 -0.1 0.2318
H 4.009 -7.429 9.909 0.1 0.1 0.4 0.3241
H 3.142 -5.696 11.569 -0.2 -0.6 0.5 0.3405
H 0.945 -5.341 9.448 0.4 -0.1 -0.2 0.3308
H 2.014 -4.241 10.429 -0.7 0.8 -0.8 0.3368
H 0.682 -5.073 11.159 0.1 -0.3 0.2 0.3617
H 1.150 -7.269 10.381 -0.3 -0.6 0.2 0.3640
O -3.729 -3.912 -3.016 1.6 1.0 -0.7 -0.5013
C -5.048 -4.137 -2.685 -0.8 -1.0 0.1 -0.2966
C -5.842 -4.468 -3.954 -0.4 0.2 -0.2 -0.3321
O -7.119 -4.909 -3.564 -0.7 -0.1 0.8 -0.5199
H -3.390 -3.335 -2.328 0.4 0.0 -0.2 0.3000
H -4.993 -4.939 -1.949 -1.0 -0.4 0.0 0.2697
H -5.484 -3.261 -2.205 -0.3 0.0 0.0 0.2610
H -5.438 -5.204 -4.649 0.8 -0.1 0.4 0.3126
H -5.932 -3.546 -4.530 0.1 0.3 -0.1 0.2085
H -7.613 -5.313 -4.281 0.3 0.1 -0.1 0.2966
O -5.127 -7.486 5.599 0.6 0.0 -0.1 -0.5114
C -3.719 -7.692 5.767 -0.4 0.4 1.1 -0.4169
C -3.451 -7.902 7.300 0.3 -1.3 -1.7 -0.3602
O -2.106 -8.364 7.484 0.0 0.9 0.3 -0.5078
H -5.196 -6.594 5.948 -0.8 0.2 -0.1 0.3062
H -3.364 -8.497 5.124 -0.3 -0.3 0.3 0.3797
H -3.213 -6.793 5.414 0.4 0.0 0.1 0.2308
H -4.083 -8.700 7.689 -0.6 0.2 -0.2 0.2535
H -3.705 -6.983 7.829 0.7 0.0 0.2 0.3223
H -2.071 -9.221 7.052 0.1 -0.1 0.0 0.3015
O 5.469 5.210 -1.040 -0.4 0.1 -0.4 -0.5172
C 4.326 5.619 -0.317 -0.8 0.1 0.3 -0.3756
C 4.280 7.101 -0.045 1.5 -0.2 0.9 -0.3041
O 5.418 7.454 0.792 -0.8 0.1 -0.1 -0.5347
H 6.193 5.116 -0.416 0.0 -0.1 0.1 0.3120
H 3.367 5.408 -0.790 0.3 -0.4 -1.0 0.3168
H 4.220 5.027 0.592 0.3 0.3 0.5 0.2625
H 3.366 7.301 0.514 0.1 0.3 0.0 0.3078
H 4.334 7.705 -0.950 -0.3 -0.2 -0.2 0.2367
H 6.204 7.403 0.243 0.0 0.1 -0.1 0.2956
O 3.984 -6.015 -1.716 -0.6 0.2 1.6 -0.5022
C 3.636 -6.190 -3.052 -0.7 0.3 -0.5 -0.3815
C 2.100 -5.934 -3.338 1.7 -0.8 -0.3 -0.3531
O 1.891 -4.666 -3.909 -0.2 0.6 0.2 -0.5224
H 4.911 -6.216 -1.567 0.0 0.0 -0.2 0.2605
H 4.255 -5.480 -3.602 -0.4 0.1 -0.8 0.2973
H 3.928 -7.194 -3.361 -0.3 -0.2 -0.3 0.2924
H 1.431 -6.041 -2.484 0.5 -0.3 0.4 0.3239
H 1.796 -6.639 -4.111 0.0 -0.6 0.2 0.2689
H 0.931 -4.637 -3.895 -0.1 0.8 -0.4 0.3074